An isolated molecule of C2H7NO at a distorted geometry, computed with ωB97M-V/def2-TZVPD.

Its relative energy (zero: lowest compared OMol25 entry of this formula, charge and spin) is 56.5 kcal per mole. The total energy is -5722.7900 eV. As for the orbital gap: 9.0338 eV. The spin multiplicity is 1. The value obtained for the LUMO energy is 0.89 eV. As for the total charge: 0. The SMILES is CNCO.

Each line ends with the natural charge from an NBO analysis.
Cartesian coordinates (Å):
O: -0.66845 -0.59049 -1.45688  -0.740
H: -0.17111 -1.54047 -1.40996  0.466
C: 0.08907 -0.37974 1.31213  -0.426
C: 0.20038 0.50768 -1.10246  0.096
N: 0.01703 0.72148 0.35978  -0.710
H: 0.49398 -0.33966 2.38096  0.207
H: 0.66180 -1.19374 0.85277  0.183
H: -0.99987 -0.71662 1.29939  0.187
H: -0.39322 1.39271 -1.66555  0.185
H: 1.24744 0.44149 -1.27025  0.168
H: -0.47706 1.69735 0.70007  0.383